Here is 13 unconnected molecules or ions with the total composition C51H126N2O13 at a distorted geometry from OMol25. Energies are from ωB97M-V/def2-TZVPD.

Element x y z (Å)
C 2.6754 5.6412 -1.6991
C 3.2128 5.1733 -0.3361
C 3.1737 3.6525 0.0235
O 4.6300 5.5358 -0.2324
H 1.6375 5.3367 -1.8338
H 3.2808 5.2395 -2.5116
H 2.7498 6.7104 -1.8979
H 2.7438 5.7358 0.4713
H 2.2739 3.2179 -0.4119
H 3.1214 3.4680 1.0966
H 3.9562 3.0628 -0.4540
H 5.0912 4.7072 -0.3819
C 5.6206 -3.9711 -1.4169
C 5.2939 -4.5114 0.0585
C 4.2483 -5.6457 -0.0130
O 6.5132 -4.8418 0.6593
H 6.2605 -4.6791 -1.9435
H 6.1033 -2.9941 -1.3897
H 4.7551 -3.9118 -2.0768
H 4.7857 -3.6749 0.5383
H 4.6913 -6.3520 -0.7151
H 3.2766 -5.3399 -0.4010
H 4.2250 -6.0372 1.0040
H 6.9585 -5.5214 0.1479
C -1.5980 4.3600 -2.2299
C -1.6161 3.0343 -1.5189
C -2.9582 2.5786 -0.9873
O -1.2827 2.1574 -2.4930
H -2.3799 4.4003 -2.9883
H -0.6091 4.5928 -2.6248
H -1.9298 5.1065 -1.5083
H -0.8757 3.0818 -0.7204
H -3.6935 2.7619 -1.7708
H -3.2787 3.2432 -0.1849
H -2.9762 1.5399 -0.6576
H -0.9432 1.3736 -2.0549
C 3.3963 2.2992 -6.7051
C 2.0979 2.3220 -5.9777
C 2.0701 3.2531 -4.7696
O 1.0581 2.8253 -6.7708
H 4.1721 1.7784 -6.1439
H 3.7881 3.2971 -6.9023
H 3.3504 1.7752 -7.6598
H 1.8433 1.3008 -5.6941
H 1.9793 4.3044 -5.0425
H 2.8871 3.1859 -4.0512
H 1.2094 2.9339 -4.1819
H 0.2877 2.9639 -6.2150
C 3.3886 0.9328 4.0553
C 2.6116 0.4511 5.3548
C 1.9232 -0.8883 5.1927
O 3.6102 0.2509 6.3197
H 2.7547 1.1108 3.1867
H 4.1251 0.2231 3.6784
H 3.9726 1.8405 4.2072
H 1.8813 1.1767 5.7131
H 1.0738 -0.9097 4.5099
H 1.4924 -1.2344 6.1322
H 2.6067 -1.6736 4.8699
H 3.7398 1.1640 6.5863
C 0.8895 -5.3107 -4.0618
C 0.3141 -4.9483 -5.4619
C -0.0816 -3.4957 -5.5862
O 1.3574 -5.1991 -6.4056
H 1.7370 -4.6367 -3.9365
H 1.3021 -6.3165 -4.1411
H 0.1903 -5.2061 -3.2322
H -0.5546 -5.6016 -5.5435
H -0.4891 -3.1273 -6.5276
H 0.8230 -2.8928 -5.5067
H -0.6308 -3.1369 -4.7157
H 1.2762 -6.1247 -6.6473
C -0.5787 -5.9984 -0.9586
C -1.8852 -5.7846 -1.6450
C -2.5791 -7.1506 -1.6437
O -2.6764 -4.8721 -0.8366
H -0.7241 -6.3235 0.0716
H -0.1096 -5.0151 -0.9253
H -0.0034 -6.7865 -1.4445
H -1.7424 -5.4278 -2.6650
H -3.6387 -6.9410 -1.7895
H -2.4734 -7.6152 -0.6633
H -2.2214 -7.7527 -2.4789
H -2.8986 -5.3291 -0.0221
C 0.1296 -5.4187 2.8280
C 0.0479 -5.2156 4.3230
C -0.3895 -3.7954 4.7626
O -0.9779 -6.0398 4.7239
H 0.3307 -6.3781 2.3513
H 0.9439 -4.8119 2.4321
H -0.7862 -5.1197 2.3180
H 0.9709 -5.4935 4.8318
H -0.3876 -3.8625 5.8506
H -1.3865 -3.4604 4.4765
H 0.2873 -3.0001 4.4503
H -1.0519 -6.0678 5.6806
C -2.4066 1.8450 -7.1644
C -2.1261 1.4017 -5.7747
C -1.1855 0.1811 -5.6765
O -1.4772 2.5132 -5.1489
H -2.9179 2.8076 -7.1580
H -3.0358 1.1487 -7.7188
H -1.4830 1.9721 -7.7292
H -3.0143 1.1295 -5.2046
H -0.3112 0.2812 -6.3196
H -1.6712 -0.7217 -6.0469
H -0.9059 -0.1443 -4.6745
H -1.2807 2.3254 -4.2281
C -4.2052 -3.1382 -3.5920
C -3.5988 -2.1198 -2.6557
C -4.3195 -1.8122 -1.3571
O -2.3221 -2.5662 -2.2891
H -4.1038 -4.1463 -3.1900
H -3.6706 -3.1608 -4.5417
H -5.2493 -2.9093 -3.8055
H -3.5594 -1.1478 -3.1474
H -4.3315 -2.6457 -0.6548
H -5.3275 -1.4191 -1.4896
H -3.8047 -0.9871 -0.8650
H -2.5066 -3.3598 -1.7813
C -3.0877 0.0234 3.2540
C -3.4095 -0.0451 4.7420
C -2.2376 -0.3657 5.6656
O -3.7929 1.2754 5.1143
H -2.2976 0.7215 2.9772
H -3.9229 0.3864 2.6550
H -2.7522 -0.9575 2.9172
H -4.2091 -0.7641 4.9205
H -2.4596 -0.1381 6.7082
H -1.3754 0.2420 5.3911
H -2.0546 -1.4394 5.6219
H -3.9983 1.2060 6.0495
C -0.2504 5.0319 2.8970
C -0.7195 4.5153 4.2691
C -0.2648 5.4789 5.3596
C -1.1320 6.7622 5.4981
C -2.6188 6.3557 5.5896
C -3.1212 5.4702 4.4140
N -2.1973 4.2957 4.4010
O -2.6697 3.2821 3.5022
C -4.5105 4.9126 4.8558
C -3.2124 6.2776 3.1377
C -0.0274 3.2170 4.5449
H -1.0117 4.8128 2.1483
H 0.6271 4.5683 2.4463
H -0.0441 6.1011 2.8471
H -0.2185 4.9398 6.3058
H 0.7345 5.8644 5.1576
H -1.0425 7.3464 4.5823
H -0.8377 7.3396 6.3745
H -3.1917 7.2724 5.7293
H -2.8603 5.8747 6.5375
H -5.1138 5.6812 5.3387
H -4.8878 4.4106 3.9649
H -4.4083 4.1225 5.5998
H -3.9081 7.1155 3.1845
H -2.2645 6.7973 2.9981
H -3.4944 5.7658 2.2176
H -0.3845 2.7835 5.4790
H 1.0501 3.3755 4.5011
H -0.3891 2.4300 3.8832
H -3.1833 2.7287 4.0951
C 2.1648 0.7023 -1.8705
C 1.7862 -0.7724 -1.7290
C 2.9626 -1.4445 -1.0107
C 3.0490 -1.0036 0.4791
C 1.7851 -1.4530 1.2135
C 0.5001 -0.8720 0.5605
N 0.5505 -1.0409 -0.9274
O -0.6017 -0.5294 -1.5183
C -0.6255 -1.7838 1.1851
C 0.3294 0.5728 1.0870
C 1.6568 -1.3610 -3.1157
H 2.2477 1.2539 -0.9340
H 1.4005 1.2069 -2.4616
H 3.0840 0.7535 -2.4540
H 2.8219 -2.5080 -1.2034
H 3.9153 -1.2515 -1.5039
H 3.3315 0.0343 0.6553
H 3.8389 -1.5773 0.9639
H 1.8094 -1.0609 2.2302
H 1.7863 -2.5378 1.3197
H -0.6316 -2.8224 0.8544
H -0.7675 -1.6704 2.2598
H -1.5751 -1.4348 0.7795
H -0.5720 0.8902 0.5627
H 0.0685 0.7078 2.1367
H 1.0352 1.3152 0.7144
H 2.4801 -1.0796 -3.7723
H 0.7127 -1.1193 -3.6037
H 1.5940 -2.4488 -3.1442
H -0.9630 -1.3246 -1.9166

LUMO level (alpha / beta) in eV: -1.7 / -6.7
Kohn-Sham gap (alpha / beta) in eV: 8.4 / 3.4
Multiplicity: 2
Total charge: +1
Expectation value of S²: 0.75
Highest occupied orbital energy (alpha / beta) in eV: -10.1 / -10.1
ΔE to the lowest compared entry with this formula, charge and spin in kcal per mole: 12.96

Atom charges from the Mulliken analysis, given in e for atoms 1 to 5: atom 1 (C): -0.933, atom 2 (C): 0.576, atom 3 (C): -0.503, atom 4 (O): -0.582, atom 5 (H): 0.037



Here is a molecular structure, C5H10O at a distorted geometry from OMol25. Energies are from ωB97M-V/def2-TZVPD.

Element x y z (Å)
O -2.6139 -0.1117 -0.6593
C -1.4926 -0.4215 0.1080
C -0.2756 0.3536 -0.2297
C 0.5844 0.2563 1.0121
C 1.9052 0.4342 0.0929
C 0.9826 -0.0194 -1.0677
H -3.2462 -0.8373 -0.5961
H -1.5149 0.0281 1.4729
H -1.3165 -1.5076 0.1570
H -0.5820 1.3852 -0.4641
H 0.6562 -0.8000 1.3005
H -0.2469 0.5956 1.8970
H 2.3088 1.4424 -0.0404
H 2.7495 -0.2467 0.2932
H 1.0586 -1.0922 -1.2743
H 1.0433 0.5409 -2.0020

LUMO level in eV: 0.9
Kohn-Sham gap in eV: 10.3
Total charge: 0
Highest occupied orbital energy in eV: -9.4
ΔE to the lowest compared entry with this formula, charge and spin in kcal per mole: 88.91

Atom charges from the Mulliken analysis, given in e for atoms 1 to 5: atom 1 (O): -0.493, atom 2 (C): -0.335, atom 3 (C): 0.033, atom 4 (C): -0.512, atom 5 (C): -0.535



Here is C5H8N2 in the gas phase at a distorted geometry from OMol25. Energies are from ωB97M-V/def2-TZVPD.

Element x y z (Å)
C -0.4943 -2.0350 -0.4300
C -0.6185 -0.5988 -0.1549
C -0.2664 0.5233 0.5850
C 1.0603 0.6961 -0.3268
C -0.1891 1.0901 1.8461
N -1.4809 0.4200 -0.4206
N 0.9770 1.3623 -1.4008
H -1.2992 0.9193 -1.3005
H 1.8631 1.7145 -1.7517
H 1.9643 0.3878 0.2017
H -0.4420 -2.2341 -1.5014
H -1.3810 -2.5376 -0.0231
H 0.3862 -2.4463 0.0634
H 0.3134 0.5920 2.6640
H -0.3930 2.1462 1.9498

LUMO level (alpha / beta) in eV: 0.0 / 0.5
Kohn-Sham gap (alpha / beta) in eV: 6.4 / 8.3
Total charge: 0
Highest occupied orbital energy (alpha / beta) in eV: -6.5 / -7.8
ΔE to the lowest compared entry with this formula, charge and spin in kcal per mole: 143.17

Atom charges from the Mulliken analysis, given in e for atoms 1 to 5: atom 1 (C): -1.090, atom 2 (C): 0.369, atom 3 (C): 0.491, atom 4 (C): -0.029, atom 5 (C): -1.007



Here is a molecular structure, C40H48HfO2P2S2 from OMol25. Energies are from ωB97M-V/def2-TZVPD.

Element x y z (Å)
Hf -1.0292 -0.6624 -0.8468
C -4.3625 -0.4717 -1.7017
C -3.0508 -0.3772 -2.4471
C -2.3520 0.8552 -2.4992
C -3.0262 2.1408 -2.0910
C -1.0480 0.8827 -3.0404
C -0.3055 2.1707 -3.2190
C -0.4603 -0.3129 -3.5118
C 0.9638 -0.2585 -3.9996
C -1.2670 -1.4609 -3.7102
C -0.7163 -2.5917 -4.5378
C -2.5757 -1.4838 -3.1961
C -3.5208 -2.6212 -3.4715
H -5.1859 -0.0806 -2.3044
H -4.3455 0.1162 -0.7815
H -4.5972 -1.4998 -1.4366
H -2.4495 2.6986 -1.3557
H -4.0253 1.9784 -1.7022
H -3.1202 2.7622 -2.9843
H -0.1850 2.3558 -4.2901
H 0.6828 2.1336 -2.7690
H -0.8256 3.0144 -2.7788
H 1.6032 0.2721 -3.2917
H 1.0139 0.2987 -4.9385
H 1.3867 -1.2416 -4.1771
H -0.5421 -2.2406 -5.5568
H -1.3850 -3.4439 -4.5832
H 0.2397 -2.9464 -4.1550
H -3.4115 -3.4303 -2.7464
H -3.3403 -3.0337 -4.4607
H -4.5529 -2.2856 -3.4454
C -2.4779 2.0295 4.9627
C -1.2350 2.2676 4.3925
C -0.7366 1.4041 3.4300
C -1.4889 0.2911 3.0540
C -2.7453 0.0582 3.6154
C -3.2342 0.9314 4.5738
P -0.9043 -0.7887 1.7628
C 0.9198 -0.8922 1.7445
C 1.6373 -0.9942 2.9301
C 3.0094 -1.2105 2.8999
C 3.6787 -1.3280 1.6931
C 2.9790 -1.2370 0.4942
C 1.6170 -1.0220 0.5484
C -1.3076 -2.5008 2.1395
C -1.4311 -3.0030 3.4084
C -1.5931 -4.3856 3.6187
C -1.6064 -5.2278 2.5447
C -1.4663 -4.7297 1.2249
C -1.4634 -5.6222 0.1282
C -1.3031 -5.1589 -1.1435
C -1.1760 -3.7759 -1.3648
C -1.1946 -2.8175 -0.3576
C -1.3234 -3.3408 0.9960
H -2.8613 2.7045 5.7154
H -0.6545 3.1292 4.6920
H 0.2224 1.5942 2.9668
H -3.3338 -0.8012 3.3178
H -4.2043 0.7546 5.0162
H 1.1267 -0.9108 3.8820
H 3.5553 -1.2888 3.8301
H 4.7468 -1.4947 1.6772
H 3.4876 -1.3301 -0.4548
H 1.1292 -0.9629 -0.4471
H -1.4045 -2.3382 4.2635
H -1.6941 -4.7702 4.6230
H -1.7245 -6.2941 2.6861
H -1.5874 -6.6812 0.3173
H -1.2827 -5.8437 -1.9801
H -1.0453 -3.4748 -2.3908
C 2.9185 4.0699 -2.5571
C 3.3897 3.1666 -1.4419
C 4.4003 2.1366 -1.8909
O 2.2540 2.3921 -0.8971
P 1.3259 2.8888 0.2867
S 0.7335 4.6889 0.3344
S -0.3290 1.6103 0.0159
O 2.0265 2.3384 1.5962
C 2.5055 3.2371 2.6720
C 3.7950 3.8988 2.2455
C 2.6657 2.3814 3.9030
H 3.7791 4.5946 -2.9735
H 2.2010 4.8071 -2.2059
H 2.4674 3.4856 -3.3598
H 3.8049 3.7552 -0.6239
H 4.0618 1.6257 -2.7943
H 4.5751 1.3992 -1.1079
H 5.3479 2.6229 -2.1202
H 1.7255 3.9871 2.8176
H 4.5177 3.1541 1.9084
H 4.2258 4.4321 3.0926
H 3.6248 4.6272 1.4537
H 3.4178 1.6097 3.7414
H 1.7306 1.9044 4.1952
H 2.9957 3.0110 4.7295

LUMO level in eV: -7.2
Kohn-Sham gap in eV: 6.1
Total charge: +2
Highest occupied orbital energy in eV: -13.3
ΔE to the lowest compared entry with this formula, charge and spin in kcal per mole: 59.54

Atom charges from the Mulliken analysis, given in e for atoms 1 to 5: atom 1 (Hf): -0.655, atom 2 (C): -2.488, atom 3 (C): 0.601, atom 4 (C): 0.928, atom 5 (C): -2.044



Here is C5H8O2 in the gas phase at a distorted geometry from OMol25. Energies are from ωB97M-V/def2-TZVPD.

Element x y z (Å)
C 0.1079 0.7522 -0.3816
C -1.3623 1.0148 -0.0714
C 0.7873 0.2240 0.9032
C 0.1140 -1.0664 1.2779
C 0.5064 -0.1271 -1.5523
O -1.6397 1.8413 0.7899
O 1.5166 0.8008 1.6765
H 0.5651 1.7476 -0.4795
H -2.0960 0.3308 -0.5107
H 0.2255 -1.9585 0.6260
H -1.0449 -0.7764 1.3569
H 0.5539 -1.5801 2.2373
H 0.2124 0.2790 -2.6284
H -0.0984 -1.0582 -1.5543
H 1.6522 -0.4237 -1.6896

LUMO level (alpha / beta) in eV: 0.8 / -2.8
Kohn-Sham gap (alpha / beta) in eV: 7.7 / 7.0
Multiplicity: 3
Total charge: 0
Expectation value of S²: 2.01
Highest occupied orbital energy (alpha / beta) in eV: -6.8 / -9.8
ΔE to the lowest compared entry with this formula, charge and spin in kcal per mole: 18.44

Atom charges from the Mulliken analysis, given in e for atoms 1 to 5: atom 1 (C): 0.640, atom 2 (C): -0.580, atom 3 (C): 0.520, atom 4 (C): -0.954, atom 5 (C): -1.360



Here is a molecular structure, C51H45CsF2NP3 at a distorted geometry from OMol25. Energies are from ωB97M-V/def2-TZVPD.

Element x y z (Å)
Cs -0.3299 -3.5267 0.8335
C 0.9776 -0.8740 -1.6122
N 0.8884 0.5142 -1.9766
C -0.0492 1.2819 -1.1801
P -1.9115 1.1218 -1.5549
C -1.9380 -0.4130 -2.5415
C -2.5380 -1.5233 -1.9437
C -2.4613 -2.7824 -2.5320
C -1.7965 -2.9342 -3.7400
C -1.2182 -1.8317 -4.3610
C -1.2840 -0.5815 -3.7650
C -2.1902 2.4574 -2.7775
C -1.8584 3.7614 -2.4021
C -2.1102 4.8337 -3.2443
C -2.7223 4.6245 -4.4738
C -3.0869 3.3387 -4.8431
C -2.8249 2.2639 -4.0022
C 1.5364 1.0323 -3.0902
C 2.5314 0.2995 -3.7554
C 3.1696 0.8204 -4.8718
C 2.8481 2.0762 -5.3649
C 1.8644 2.8047 -4.7121
C 1.2137 2.3001 -3.5961
P 2.2469 -1.3990 -0.2830
C 2.8179 0.2149 0.3419
C 2.5287 0.5093 1.6734
C 2.8579 1.7454 2.2173
C 3.4683 2.7055 1.4269
C 3.7583 2.4258 0.0955
C 3.4383 1.1891 -0.4427
C 3.6238 -2.0253 -1.3216
C 3.3453 -3.0417 -2.2390
C 4.3502 -3.6013 -3.0149
C 5.6615 -3.1682 -2.8705
C 5.9567 -2.1869 -1.9357
C 4.9479 -1.6230 -1.1645
H 1.1385 -1.4976 -2.4912
H 0.0008 -1.1414 -1.2207
H 0.2134 2.3380 -1.1846
H 0.0490 0.9591 -0.1404
H -3.0456 -1.4088 -0.9911
H -2.9093 -3.6344 -2.0381
H -1.7308 -3.9120 -4.2014
H -0.6979 -1.9485 -5.3040
H -0.8021 0.2628 -4.2451
H -1.3978 3.9453 -1.4353
H -1.8372 5.8351 -2.9359
H -2.9228 5.4591 -5.1329
H -3.5757 3.1657 -5.7939
H -3.1191 1.2675 -4.3079
H 2.8419 -0.6686 -3.3927
H 3.9387 0.2276 -5.3529
H 3.3490 2.4755 -6.2364
H 1.5794 3.7836 -5.0785
H 0.4290 2.8907 -3.1478
H 2.0376 -0.2365 2.2907
H 2.6295 1.9560 3.2527
H 3.7202 3.6725 1.8451
H 4.2316 3.1738 -0.5281
H 3.6692 0.9872 -1.4820
H 2.3297 -3.4063 -2.3577
H 4.1086 -4.3807 -3.7264
H 6.4483 -3.6001 -3.4754
H 6.9782 -1.8514 -1.8058
H 5.1992 -0.8577 -0.4406
C 0.7013 -1.3478 7.5381
C 1.3392 -1.8519 6.4173
C 0.7658 -1.6784 5.1605
C -0.4392 -1.0005 5.0139
C -1.0741 -0.4998 6.1512
C -0.5086 -0.6716 7.4036
P -1.1197 -0.7903 3.3214
C -1.0689 1.0298 3.0982
C -0.2276 1.8466 3.8510
C -0.1210 3.2032 3.5716
C -0.8427 3.7630 2.5269
C -1.6698 2.9556 1.7564
C -1.7784 1.6015 2.0387
C -2.8935 -1.1715 3.5960
C -3.2221 -2.5280 3.5631
C -4.5272 -2.9467 3.7669
C -5.5233 -2.0119 4.0098
C -5.2067 -0.6599 4.0509
C -3.8993 -0.2397 3.8434
H 1.1403 -1.4832 8.5186
H 2.2774 -2.3830 6.5165
H 1.2653 -2.0742 4.2826
H -2.0208 0.0192 6.0530
H -1.0118 -0.2831 8.2801
H 0.3400 1.4267 4.6726
H 0.5314 3.8246 4.1732
H -0.7600 4.8211 2.3128
H -2.2337 3.3752 0.9312
H -2.4124 0.9825 1.4121
H -2.4598 -3.2789 3.3760
H -4.7584 -4.0027 3.7145
H -6.5463 -2.3338 4.1590
H -5.9804 0.0733 4.2413
H -3.6709 0.8181 3.8798
F -1.5661 -5.4693 0.1904
C -2.6755 -5.1677 1.1770
F -3.5248 -4.3923 0.3245
H -3.1833 -6.1384 1.1883

LUMO level in eV: 0.2
Kohn-Sham gap in eV: 6.8
Total charge: 0
Highest occupied orbital energy in eV: -6.7

Atom charges from the Mulliken analysis, given in e for atoms 1 to 5: atom 1 (Cs): 1.473, atom 2 (C): -0.700, atom 3 (N): 1.490, atom 4 (C): -1.246, atom 5 (P): 0.122



The evaluated molecular weight for the records listed, in turn: 975.6, 86.1, 96.1, 865.4, 100.1, 935.8 g mol⁻¹.